# 1
Below is a structure of composition C29H40ClF5MnN7OS2, with properties calculated with ωB97M-V with the def2-TZVPD basis set.

Last column: Mulliken spin population.
Element x y z (Å)
Mn1 1.2251 2.0870 1.0448  4.775
N1 -0.8549 3.1076 1.4882  0.020
C1 -0.9666 4.5752 1.6113  0.001
C2 -0.1044 5.1108 2.7449  0.011
C3 1.3880 5.1255 2.4534  0.000
N2 1.9708 3.7650 2.4020  0.058
H1 -1.4259 2.7895 0.7094  0.005
H2 -1.2345 2.6761 2.3267  0.002
H3 -2.0050 4.8756 1.7677  0.002
H4 -0.6390 5.0105 0.6649  -0.007
H5 -0.2991 4.5399 3.6607  0.000
H6 -0.4122 6.1364 2.9532  -0.001
H7 1.8993 5.7262 3.2083  0.002
H8 1.5652 5.5945 1.4841  -0.006
H9 1.9157 3.3482 3.3297  0.005
H10 2.9645 3.8342 2.1965  0.003
C4 4.4332 -1.7282 0.5965  -0.001
N3 4.3070 -0.7060 -0.4161  0.004
C5 4.5373 -1.0057 -1.8321  -0.001
C6 4.2361 0.3349 -2.5277  -0.001
N4 4.0531 1.2288 -1.3891  0.003
C7 4.0243 0.5790 -0.2284  0.006
S1 3.7244 1.3453 1.2705  0.037
H11 5.3414 -2.3035 0.4151  0.000
H12 3.5783 -2.4078 0.5772  0.000
H13 4.5044 -1.2582 1.5735  0.001
H14 3.8673 -1.8025 -2.1564  0.000
H15 5.5677 -1.3333 -1.9788  0.000
H16 3.3287 0.2877 -3.1304  0.001
H17 5.0567 0.6733 -3.1569  0.000
H18 3.7389 2.1822 -1.4652  0.005
F1 0.3556 4.8793 -6.0903  0.001
C8 0.4360 4.1856 -4.9615  0.007
C9 1.5619 4.2828 -4.1623  -0.002
F2 2.5707 5.0734 -4.5235  0.000
C10 1.6318 3.5526 -2.9913  0.006
F3 2.7439 3.6724 -2.2410  0.003
C11 0.6120 2.7050 -2.5779  -0.021
S2 0.7602 1.6916 -1.1606  0.036
C12 -0.5116 2.6366 -3.3973  -0.001
F4 -1.5407 1.8552 -3.0593  0.002
C13 -0.6050 3.3586 -4.5738  -0.003
F5 -1.6914 3.2644 -5.3335  0.000
C14 -4.2800 -1.1644 2.0061  0.000
C15 -3.5848 -2.2107 1.1233  0.000
C16 -4.6950 -3.0993 0.5343  0.000
C17 -2.9090 -1.5127 -0.0566  0.001
C18 -2.6154 -3.0926 1.9864  0.000
O1 -3.4305 -3.8677 2.8814  0.000
C19 -1.7201 -4.1140 1.2374  0.000
C20 -0.3477 -3.7560 0.6142  0.000
C21 -0.3217 -3.3298 -0.8323  -0.002
C22 -0.8199 -4.1731 -1.8234  0.000
C23 -0.8194 -3.7984 -3.1573  0.000
C24 -0.3054 -2.5594 -3.5114  0.003
Cl1 -0.3082 -2.0655 -5.1741  0.000
C25 0.2125 -1.7113 -2.5493  0.003
C26 0.2084 -2.1063 -1.2201  -0.006
C27 -1.8197 -2.3399 3.0786  0.001
N5 -0.7618 -1.3920 2.7342  0.003
C28 -0.8119 -0.1862 2.1846  -0.011
N6 0.3919 0.3676 2.1841  0.044
C29 1.1721 -0.5950 2.7614  0.012
N7 0.5097 -1.6642 3.1148  0.000
H19 -5.0810 -0.6905 1.4371  0.000
H20 -3.6085 -0.3673 2.3378  0.000
H21 -4.7226 -1.6267 2.8889  0.000
H22 -5.2536 -2.5243 -0.2052  0.000
H23 -5.4061 -3.4218 1.2956  0.000
H24 -4.2999 -3.9777 0.0202  0.000
H25 -3.5776 -0.7423 -0.4470  0.000
H26 -2.7096 -2.2101 -0.8680  0.000
H27 -1.9629 -1.0374 0.1940  0.000
H28 -3.9275 -4.5134 2.3683  0.000
H29 -2.3283 -4.6061 0.4749  0.000
H30 -1.5264 -4.8677 2.0035  0.000
H31 0.2536 -4.6661 0.6851  0.000
H32 0.1760 -3.0167 1.2203  0.000
H33 -1.2212 -5.1445 -1.5558  0.000
H34 -1.2113 -4.4592 -3.9183  0.000
H35 0.5997 -0.7414 -2.8285  0.002
H36 0.5971 -1.4180 -0.4751  0.017
H37 -1.3239 -3.0964 3.6805  0.000
H38 -2.5377 -1.8375 3.7216  0.000
H39 -1.7123 0.2689 1.8102  -0.009
H40 2.2309 -0.4786 2.9184  -0.007

Computed properties:
Spin multiplicity: 6
E_tot, Eh: -4494.38700
Orbital gap (spin up / spin down), eV: 8.291 / 8.505
Charge: +1

# 2
Below is the ion C3H9N2 with charge +1, with properties calculated with ωB97M-V with the def2-TZVPD basis set.

Last column: Löwdin charge in e.
Element x y z (Å)
C1 -2.0751 0.6503 -0.6385  0.064
C2 -1.4233 -0.4736 -0.4799  -0.129
N1 -0.1396 -0.6181 0.3356  0.071
C3 1.0713 0.3657 -0.1247  -0.146
N2 2.1528 0.0386 0.7136  0.026
H1 -2.1046 1.3898 0.1580  0.087
H2 -2.5446 0.9111 -1.5660  0.085
H3 -1.6247 -1.4005 -1.0153  0.120
H4 0.1641 -1.6134 0.3240  0.179
H5 -0.5214 -0.3596 1.2442  0.159
H6 0.8482 1.4002 0.0809  0.130
H7 1.3268 0.0252 -1.1447  0.148
H8 3.0253 -0.4087 0.4922  0.103
H9 2.1214 0.5872 1.5708  0.102

Computed properties:
E_tot, Eh: -228.89715
Energy above the lowest of the compared OMol25 structures with the same formula, charge and spin, kJ/mol: 235.4
Orbital gap, eV: 10.989
Charge: +1

# 3
Below is a structure of composition C17H16N4O2SSbSe4Zn, with properties calculated with ωB97M-V with the def2-TZVPD basis set.

Last column: Löwdin charge in e.
Element x y z (Å)
Zn1 0.9130 0.0433 -1.0434  -0.007
O1 1.0522 -7.3992 0.1436  0.117
C1 -0.1923 -6.9586 -0.1423  -0.483
O2 -1.0970 -7.7398 -0.2109  0.113
C2 -0.3433 -5.4848 -0.3617  -0.135
C3 0.5611 -4.5612 0.1447  0.004
C4 0.3612 -3.2074 -0.0393  -0.041
C5 -0.7574 -2.7728 -0.7273  -0.266
C6 -1.6506 -3.6864 -1.2722  -0.005
C7 -1.4518 -5.0423 -1.0723  -0.007
N1 -0.8744 -1.3600 -0.9014  0.015
C8 -1.9652 -0.7748 -1.0798  -0.078
C9 -1.9621 0.6896 -1.3929  -0.238
C10 -3.1363 1.3730 -1.6060  -0.017
C11 -3.0720 2.7284 -1.9142  -0.054
C12 -1.8382 3.3426 -1.9967  -0.042
C13 -0.6962 2.5817 -1.7714  -0.099
N2 -0.7673 1.2877 -1.4810  0.045
H1 1.6804 -6.6709 0.0801  0.095
H2 1.4421 -4.8680 0.7003  0.123
H3 1.0715 -2.4861 0.3487  0.053
H4 -2.4801 -3.3455 -1.8842  0.110
H5 -2.1382 -5.7741 -1.4806  0.121
H6 -2.9298 -1.2809 -1.0215  0.131
H7 -4.0847 0.8507 -1.5362  0.115
H8 -3.9799 3.2933 -2.0855  0.108
H9 -1.7458 4.3954 -2.2388  0.109
H10 0.3116 2.9952 -1.8196  0.079
C14 0.5076 3.1405 2.5499  -0.035
N3 1.6133 2.2036 2.6625  -0.125
C15 2.8937 2.5419 3.0994  -0.064
C16 3.6451 1.4407 2.9637  -0.080
N4 2.8132 0.4523 2.4839  0.050
C17 1.5861 0.9118 2.2570  -0.818
S1 0.2563 0.0308 1.6190  0.587
H11 0.7888 3.9591 1.8878  0.092
H12 0.2416 3.5355 3.5321  0.089
H13 -0.3386 2.6107 2.1309  0.044
H14 3.1510 3.5451 3.4056  0.119
H15 4.6952 1.2677 3.1338  0.123
H16 3.1670 -0.4371 2.0797  0.020
Se1 4.4693 -1.8960 0.3766  -0.219
Sb1 4.0013 -0.4654 -1.5568  -0.310
Se2 2.7991 1.6654 -0.8048  -0.032
Se3 1.9478 -1.3994 -2.7150  -0.033
Se4 5.8224 0.0041 -3.0583  -0.271

Computed properties:
E_tot, Eh: -13050.67052
Energy above the lowest of the compared OMol25 structures with the same formula, charge and spin, kJ/mol: 8.2
Orbital gap, eV: 4.839
Charge: -1

# 4
Below is a cluster of 2 separate species, C2H10N2O3 in total, with properties calculated with ωB97M-V with the def2-TZVPD basis set.

Last column: Löwdin charge in e.
Element x y z (Å)
C1 1.6597 -1.5548 -0.5170  -0.081
N1 1.5602 -0.1287 -0.3062  -0.208
O1 1.0748 0.0949 1.0442  -0.070
N2 0.6688 0.3692 -1.3420  -0.083
O2 0.9579 1.6970 -1.7524  -0.060
H1 1.4759 -2.0914 0.4147  0.083
H2 0.9031 -1.8408 -1.2692  0.085
H3 2.6612 -1.7718 -0.8999  0.079
H4 1.4980 0.9156 1.3261  0.102
H5 -0.3094 0.3845 -1.0347  0.097
H6 1.5713 1.6091 -2.4921  0.084
C2 -2.6059 0.5367 1.2238  -0.156
O3 -1.6642 -0.1143 0.4069  -0.153
H7 -2.2225 1.4895 1.6056  0.080
H8 -2.9020 -0.0922 2.0708  0.078
H9 -3.4812 0.7330 0.6054  0.080
H10 -0.8457 -0.2354 0.9160  0.043

Computed properties:
E_tot, Eh: -417.26856
Energy above the lowest of the compared OMol25 structures with the same formula, charge and spin, kJ/mol: 538.2
Orbital gap, eV: 10.265
Charge: 0